Entry 1:
Computed, not measured: a molecular structure, C18H17AsO8P2RuS3Sb at a distorted geometry, with ωB97M-V/def2-TZVPD.

CARTESIAN COORDINATES (ANGSTROEM)
Ru (-1.47, 2.17, -1.11)
O (1.84, 4.65, -1.06)
P (1.24, 3.48, -0.14)
O (2.31, 3.05, 0.81)
O (0.66, 2.41, -1.06)
O (0.06, 4.22, 0.61)
P (-0.96, 3.60, 1.77)
O (-1.97, 4.80, 1.93)
O (-0.21, 3.33, 3.00)
O (-1.66, 2.45, 1.03)
H (1.72, 5.51, -0.64)
H (-2.69, 4.82, 1.27)
S (-4.71, 5.02, 0.03)
Sb (-4.14, 4.02, -1.89)
S (-3.58, 1.63, -1.39)
S (-1.67, 4.17, -2.04)
O (-1.07, 0.15, -1.16)
As (-0.02, -0.96, -0.41)
C (-1.18, -1.91, 0.79)
C (-1.86, -1.15, 1.74)
C (-2.78, -1.77, 2.57)
C (-3.02, -3.13, 2.46)
C (-2.35, -3.88, 1.50)
C (-1.44, -3.27, 0.66)
C (1.47, -0.26, 0.50)
C (2.76, -0.65, 0.13)
C (3.79, -0.09, 0.87)
C (3.55, 0.91, 1.79)
C (2.27, 1.51, 1.92)
C (1.22, 0.68, 1.48)
C (0.55, -2.16, -1.78)
C (0.25, -1.84, -3.09)
C (0.70, -2.67, -4.11)
C (1.43, -3.81, -3.82)
C (1.72, -4.13, -2.50)
C (1.29, -3.30, -1.47)
H (-1.71, -0.08, 1.81)
H (-3.31, -1.18, 3.31)
H (-3.74, -3.61, 3.11)
H (-2.55, -4.94, 1.40)
H (-0.93, -3.86, -0.10)
H (2.95, -1.38, -0.65)
H (4.81, -0.44, 0.72)
H (4.38, 1.33, 2.35)
H (2.07, 2.02, 2.84)
H (0.21, 0.92, 1.80)
H (-0.33, -0.95, -3.31)
H (0.49, -2.41, -5.14)
H (1.78, -4.45, -4.62)
H (2.30, -5.02, -2.27)
H (1.53, -3.54, -0.44)

Values from the calculation:
HOMO (alpha / beta): -5.1 / -5.1 eV
Calculated total energy: -5746.59591 hartree
LUMO energy (alpha / beta): 2.25 / 0.76 eV
Net charge: -1
Relative energy (zero: lowest compared OMol25 entry of this formula, charge and spin): 27.21 kcal per mole
Spin multiplicity: 5



Entry 2:
Computed, not measured: a single C5H5N3 molecule at a distorted geometry, with ωB97M-V/def2-TZVPD.

CARTESIAN COORDINATES (ANGSTROEM)
C (-1.82, -1.29, -0.61)
C (-0.50, -0.43, -0.42)
C (-0.27, 0.33, 0.81)
C (1.04, 0.72, 0.64)
C (1.88, 1.65, 1.36)
N (2.53, 2.58, 1.76)
N (1.50, 0.31, -0.59)
N (0.58, -0.40, -1.20)
H (-2.54, -0.94, 0.17)
H (-1.59, -2.40, -0.80)
H (-2.21, -1.04, -1.62)
H (-1.11, 0.60, 1.46)
H (2.51, 0.32, -0.96)

Values from the calculation:
HOMO: -9.7 eV
Calculated total energy: -357.73922 hartree
LUMO energy: 0.59 eV
Relative energy (zero: lowest compared OMol25 entry of this formula, charge and spin): 20.95 kcal per mole



Entry 3:
Computed, not measured: a molecular structure, C26H30NO3P at a distorted geometry, with ωB97M-V/def2-TZVPD.

CARTESIAN COORDINATES (ANGSTROEM)
C (-3.55, -0.16, -1.46)
N (-2.25, -0.63, -1.98)
C (-2.36, -1.17, -3.36)
C (-1.08, -0.38, -1.38)
C (0.11, -0.49, -2.26)
C (0.19, 0.07, -3.58)
C (1.26, -0.22, -4.43)
C (2.31, -1.02, -4.00)
C (3.48, -1.30, -4.93)
C (2.27, -1.54, -2.72)
C (1.18, -1.31, -1.87)
H (-4.26, -0.27, -2.30)
H (-3.88, -0.78, -0.61)
H (-3.55, 0.92, -1.19)
H (-3.37, -1.59, -3.39)
H (-2.32, -0.39, -4.11)
H (-1.64, -1.95, -3.57)
H (-1.32, 0.87, -0.74)
H (-0.61, 0.71, -3.99)
H (1.28, 0.18, -5.43)
H (4.26, -1.88, -4.42)
H (3.18, -1.87, -5.82)
H (3.96, -0.38, -5.31)
H (3.10, -2.13, -2.35)
H (1.16, -1.83, -0.89)
C (-4.80, -1.92, 2.15)
C (-3.96, -0.68, 2.24)
O (-2.78, -0.96, 1.38)
C (-2.07, 0.15, 1.18)
C (-0.91, 0.03, 0.12)
P (0.36, 1.31, 0.89)
C (0.27, 1.85, 2.63)
C (-0.06, 1.04, 3.73)
C (0.03, 1.53, 5.05)
C (0.46, 2.84, 5.31)
C (0.80, 3.65, 4.22)
C (0.70, 3.16, 2.91)
C (2.00, 0.52, 0.88)
C (2.39, -0.42, 1.85)
C (3.65, -1.02, 1.75)
C (4.52, -0.68, 0.71)
C (4.14, 0.29, -0.22)
C (2.89, 0.90, -0.12)
O (0.29, 2.47, -0.06)
O (-2.27, 1.22, 1.76)
H (-5.69, -1.80, 2.77)
H (-5.14, -2.08, 1.12)
H (-4.27, -2.81, 2.48)
H (-4.48, 0.19, 1.83)
H (-3.66, -0.47, 3.28)
H (-0.48, -0.98, 0.11)
H (-0.42, 0.03, 3.59)
H (-0.24, 0.88, 5.89)
H (0.53, 3.22, 6.33)
H (1.13, 4.68, 4.40)
H (0.95, 3.82, 2.08)
H (1.72, -0.70, 2.65)
H (3.95, -1.78, 2.48)
H (5.49, -1.18, 0.61)
H (4.80, 0.56, -1.04)
H (2.58, 1.66, -0.84)

Values from the calculation:
HOMO: -5.3 eV
Calculated total energy: -1630.34979 hartree
LUMO energy: 0.61 eV
Relative energy (zero: lowest compared OMol25 entry of this formula, charge and spin): 94.10 kcal per mole



Entry 4:
Computed, not measured: a molecular structure, CClN3O2 at a distorted geometry, with ωB97M-V/def2-TZVPD.

CARTESIAN COORDINATES (ANGSTROEM)
C (-0.16, -1.29, 0.07)
N (-0.40, -2.39, -0.19)
N (0.42, -0.19, 0.35)
N (-0.15, 1.07, 0.00)
O (-1.34, 1.23, 0.07)
O (0.68, 1.88, -0.20)
Cl (2.59, 0.14, -0.03)

Values from the calculation:
HOMO (alpha / beta): -11.5 / -11.6 eV
Calculated total energy: -812.78064 hartree
LUMO energy (alpha / beta): -4.34 / -4.17 eV
Relative energy (zero: lowest compared OMol25 entry of this formula, charge and spin): 43.30 kcal per mole



Entry 5:
Computed, not measured: a single C5H5N molecule at a distorted geometry, with ωB97M-V/def2-TZVPD.

CARTESIAN COORDINATES (ANGSTROEM)
C (-1.09, 1.35, -0.03)
C (-2.34, 1.03, -0.08)
C (-1.81, -1.12, 0.01)
C (0.13, 0.34, 0.10)
C (-0.40, -1.19, -0.02)
N (-2.81, -0.40, 0.05)
H (-0.58, 2.32, -0.29)
H (0.75, 0.47, -0.78)
H (0.54, 0.35, 1.12)
H (-0.03, -1.82, 0.91)
H (-0.14, -1.53, -1.08)

Values from the calculation:
HOMO (alpha / beta): -9.0 / -7.5 eV
Calculated total energy: -248.04467 hartree
LUMO energy (alpha / beta): 0.24 / -0.66 eV
Relative energy (zero: lowest compared OMol25 entry of this formula, charge and spin): 144.56 kcal per mole



Entry 6:
Computed, not measured: 2 unconnected molecules or ions with the total composition C3H2N2O2 at a distorted geometry, with ωB97M-V/def2-TZVPD.

CARTESIAN COORDINATES (ANGSTROEM)
N (0.98, -0.91, -0.81)
C (0.05, -0.53, -1.55)
C (-0.49, 0.38, -2.40)
O (-1.41, 0.91, -2.87)
H (1.74, -0.31, -0.55)
N (-0.87, -0.14, 2.01)
C (0.18, 0.34, 2.27)
O (1.18, 0.82, 2.68)
H (-1.36, -0.56, 1.22)

Values from the calculation:
HOMO (alpha / beta): -8.9 / -8.9 eV
Calculated total energy: -375.40102 hartree
LUMO energy (alpha / beta): -1.48 / -1.47 eV
Relative energy (zero: lowest compared OMol25 entry of this formula, charge and spin): 69.35 kcal per mole